# 1
DFT (wB97M-V/def2-TZVPD) results for one molecule with the formula C21H16Cl2FN3O4.

Structure (ORCA input):
```
! RIJCOSX wB97M-V def2-TZVPD def2/J DEFGRID3
* xyz 0 1
C -0.998 -3.369 0.630
O -0.347 -2.148 0.350
C 0.999 -2.074 0.470
C 1.799 -3.116 0.945
C 3.163 -2.918 1.002
N 3.763 -1.793 0.656
C 3.022 -0.796 0.202
O 3.566 0.367 -0.155
C 4.908 0.664 -0.149
C 5.877 0.039 0.627
C 7.189 0.478 0.564
C 7.514 1.535 -0.264
F 8.795 1.957 -0.320
C 6.559 2.175 -1.037
C 5.254 1.734 -0.975
C 1.616 -0.879 0.077
C 0.873 0.252 -0.546
O 1.273 0.872 -1.502
N -0.321 0.543 0.074
C -1.180 1.509 -0.372
N -2.297 1.657 0.210
O -3.103 2.674 -0.311
C -4.350 2.685 0.341
C -5.275 1.572 -0.087
C -4.982 0.767 -1.179
C -5.822 -0.261 -1.565
C -6.984 -0.491 -0.847
Cl -8.043 -1.772 -1.309
C -7.313 0.300 0.242
C -6.455 1.323 0.610
Cl -6.879 2.308 1.963
H -2.050 -3.190 0.414
H -0.628 -4.175 -0.009
H -0.886 -3.650 1.681
H 1.380 -4.058 1.253
H 3.823 -3.701 1.349
H 5.612 -0.786 1.265
H 7.957 0.006 1.156
H 6.844 2.998 -1.673
H 4.477 2.200 -1.560
H -0.650 -0.031 0.837
H -0.827 2.097 -1.217
H -4.790 3.655 0.088
H -4.205 2.639 1.428
H -4.077 0.956 -1.736
H -5.579 -0.878 -2.416
H -8.221 0.125 0.796
*
```

Values from the calculation:
Gap between HOMO and LUMO = 8.859 eV
SMILES = COc1ccnc(Oc2ccc(F)cc2)c1C(=O)N/C=N/OCc1ccc(Cl)cc1Cl
F_max = 1.24 eV/Å

---

# 2
DFT (wB97M-V/def2-TZVPD) results for a 2-piece molecular cluster, H3NO3Si overall.

Structure (ORCA input):
```
! RIJCOSX wB97M-V def2-TZVPD def2/J DEFGRID3
* xyz 0 1
O -1.092 -0.257 0.543
Si -2.296 0.211 -0.213
H -3.330 0.647 0.748
H -2.803 0.038 -1.542
O 3.945 -0.004 -0.196
N 2.796 0.231 -0.260
O 1.894 -0.503 0.539
H 0.886 -0.365 0.381
*
```

Values from the calculation:
Gap between HOMO and LUMO = 8.394 eV
SMILES = O=[SiH2].O=NO
F_max = 2.60 eV/Å

---

# 3
DFT (wB97M-V/def2-TZVPD) results for one molecule with the formula C2H3N3O.

Structure (ORCA input):
```
! RIJCOSX wB97M-V def2-TZVPD def2/J DEFGRID3
* xyz 0 1
O -0.823 -2.088 -0.156
C -0.343 -0.891 0.195
C 0.064 -0.122 1.144
N 0.479 1.526 0.113
N 0.278 1.101 -1.077
N -0.182 0.017 -1.336
H -0.925 -2.029 -1.125
H 0.259 0.210 2.145
H 1.195 2.278 0.096
*
```

Values from the calculation:
Gap between HOMO and LUMO = 10.268 eV
F_max = 2.54 eV/Å

---

Q: Which formula does entry 3 have?
A: C2H3N3O